# C46H80N10

A cluster of 10 separate species, C46H80N10 in total at a distorted geometry (wB97M-V/def2-TZVPD, the OMol25 dataset).

ORCA input file:
```
! wB97M-V def2-TZVPD RIJCOSX def2/J DEFGRID3
* xyz 0 1
N 3.72478 -0.59458 0.71247
C 4.47369 0.19754 1.59811
C 5.71686 -0.38965 1.64767
C 5.80422 -1.45409 0.71457
C 4.56558 -1.52927 0.12343
H 2.78698 -0.47931 0.35559
H 3.95070 0.96132 2.15448
H 6.48080 -0.02700 2.31945
H 6.63628 -2.11287 0.51422
H 4.15217 -2.14774 -0.65952
N 3.84641 -4.45555 -9.37584
C 4.73340 -3.38842 -9.31989
C 4.66551 -2.83989 -8.05003
C 3.56787 -3.40587 -7.38831
C 3.06603 -4.38799 -8.23139
H 3.71735 -5.02173 -10.20220
H 5.45697 -3.21466 -10.10261
H 5.37911 -2.19393 -7.56021
H 3.18912 -3.25372 -6.38840
H 2.27764 -5.12414 -8.17721
N -7.20810 -2.32659 -5.79627
C -5.95334 -2.22824 -6.30090
C -5.07226 -1.93100 -5.37615
C -5.77964 -1.86817 -4.19115
C -7.12473 -2.02124 -4.48427
H -8.00992 -2.62928 -6.33066
H -5.75499 -2.47919 -7.33244
H -3.99335 -1.96228 -5.41350
H -5.43246 -1.80780 -3.17026
H -8.01823 -2.02889 -3.87765
N -6.89361 4.37253 5.86214
C -5.66396 4.24930 5.29866
C -5.53451 2.95842 4.82454
C -6.71951 2.28079 5.05024
C -7.47710 3.17571 5.79850
H -7.08336 5.25696 6.31143
H -4.95286 5.06215 5.29606
H -4.69044 2.55123 4.28775
H -6.93596 1.25487 4.79131
H -8.45920 3.06517 6.23399
N 1.45543 -6.65685 -0.32806
C 2.61517 -6.49897 -1.04339
C 2.24203 -6.60388 -2.37009
C 0.89491 -6.67482 -2.44650
C 0.41038 -6.75301 -1.13839
H 1.48590 -6.59727 0.67972
H 3.58069 -6.36212 -0.57924
H 2.84466 -6.44877 -3.25280
H 0.29622 -6.58981 -3.34134
H -0.55266 -6.79449 -0.65132
N -1.30947 7.70698 5.60086
C -2.18512 8.62005 5.08365
C -2.19889 8.35598 3.70463
C -1.43186 7.23864 3.46936
C -0.81458 6.94772 4.64206
H -0.98824 7.75012 6.55744
H -2.60205 9.33873 5.77365
H -2.77162 8.98117 3.03569
H -1.19459 6.68178 2.57493
H 0.00410 6.26415 4.81198
N -8.01562 3.14645 -2.46926
C -8.50385 3.86538 -1.38316
C -7.64872 3.70875 -0.33115
C -6.51852 2.99928 -0.76222
C -6.77711 2.60564 -2.08550
H -8.46550 3.08793 -3.37164
H -9.47869 4.30865 -1.52314
H -7.84546 3.93161 0.70713
H -5.67908 2.77656 -0.12023
H -6.24512 2.04487 -2.83976
C -2.24358 -0.68065 1.40713
C -0.78028 -0.24541 1.18474
N -0.40863 -0.01863 -0.24384
C -1.17670 1.07746 -0.85961
C -1.01156 2.37447 -0.08544
C -0.63046 -1.33712 -0.98108
C -0.04816 -1.35900 -2.37242
H -2.94010 0.00507 0.92469
H -2.46163 -0.72786 2.47405
H -2.41463 -1.70282 1.06949
H -0.44745 0.61115 1.77092
H -0.14275 -0.94794 1.72148
H -0.78732 1.36228 -1.83704
H -2.21177 0.75200 -0.96358
H 0.07183 2.45777 0.00079
H -1.51075 3.14677 -0.67065
H -1.51462 2.45130 0.87847
H -1.66911 -1.64007 -1.11342
H -0.16986 -2.17162 -0.45234
H 1.04032 -1.34362 -2.31690
H -0.43037 -0.67210 -3.12754
H -0.19875 -2.31956 -2.86511
C 4.60855 3.85377 -2.32687
C 4.93284 4.69556 -1.09641
N 5.63218 5.93265 -1.40585
C 4.90988 6.73964 -2.35368
C 3.62878 7.31145 -1.80352
C 6.05676 6.67892 -0.22748
C 7.09602 7.76185 -0.55875
H 4.33553 2.85487 -1.98665
H 5.50024 3.75556 -2.94600
H 3.76529 4.22131 -2.91161
H 4.07135 4.70583 -0.42870
H 5.69913 4.06507 -0.64543
H 5.53521 7.55304 -2.72173
H 4.75164 6.10900 -3.22852
H 3.07857 7.76722 -2.62672
H 2.96496 6.50035 -1.50423
H 3.80417 8.10930 -1.08187
H 6.71441 6.06107 0.38396
H 5.20815 6.95415 0.39880
H 7.76440 7.96299 0.27848
H 6.73278 8.69884 -0.98088
H 7.85900 7.53007 -1.30189
C 2.32746 -4.40361 3.85500
C 2.43913 -5.78311 4.53100
N 1.31369 -6.62754 4.15598
C 1.68643 -8.04625 4.38132
C 0.68047 -9.15262 4.02145
C 0.11838 -6.23035 4.90171
C -1.21574 -6.54722 4.13883
H 3.32069 -3.96206 3.93638
H 1.67675 -3.79207 4.48007
H 1.88704 -4.45835 2.85944
H 3.37003 -6.26540 4.23280
H 2.50964 -5.67546 5.61337
H 1.83594 -8.26668 5.43828
H 2.63826 -8.24742 3.88976
H 1.14726 -10.12318 3.85339
H 0.19042 -8.89309 3.08306
H -0.10151 -9.23060 4.77677
H 0.10994 -6.61234 5.92255
H 0.10760 -5.14040 4.90135
H -1.32528 -7.63165 4.12799
H -2.11684 -6.09125 4.54895
H -1.19995 -6.17711 3.11371
*
```

Summary:
E = -2348.0704 hartree
Max |F| = 0.0858 hartree/bohr
HOMO level = -7.95 eV

Results of the Mulliken charge analysis, in e, for atoms 1 through 6: 0.160 -0.533 -0.444 -0.607 -0.436 0.177